{
  "formula": "C5H41N3O13",
  "method": "ωB97M-V/def2-TZVPD",
  "elements": ["N", "C", "C", "N", "C", "C", "N", "C", "H", "H", "H", "H", "H", "H", "H", "H", "H", "H", "H", "H", "H", "H", "H", "H", "H", "O", "H", "H", "O", "H", "H", "O", "H", "H", "O", "H", "H", "O", "H", "H", "O", "H", "H", "O", "H", "H", "O", "H", "H", "O", "H", "H", "O", "H", "H", "O", "H", "H", "O", "H", "H", "O"],
  "coordinates": [[3.95583, 0.94271, 1.45065], [3.55554, -0.44242, 1.21039], [2.37396, -0.61837, 0.27083], [1.11535, -0.28582, 0.93857], [-0.01044, -0.05934, 0.02889], [-1.02350, 0.95004, 0.56685], [-2.09036, 1.14164, -0.41651], [-3.23572, 1.85449, 0.15298], [4.39222, 1.35182, 0.64174], [3.16121, 1.51581, 1.71773], [4.41639, -0.98342, 0.82265], [3.34223, -0.88483, 2.18553], [2.29204, -1.62255, -0.15358], [2.53687, 0.01484, -0.61279], [1.25722, 0.51405, 1.55025], [-0.51663, -1.01371, -0.12001], [0.31014, 0.29018, -0.95639], [-1.45892, 0.58221, 1.49185], [-0.50463, 1.88508, 0.81726], [-1.74401, 1.67926, -1.20105], [-3.61663, 1.31376, 1.00935], [-2.99620, 2.86643, 0.48524], [-4.01991, 1.90869, -0.59856], [1.02060, 2.96297, -2.04469], [1.98119, 2.65387, -0.82406], [1.89768, 2.60358, -1.78163], [-0.81074, 3.94016, -3.20736], [-0.83713, 2.37075, -3.21693], [-0.68980, 3.17288, -2.63849], [2.26012, 3.16364, 3.49242], [1.14278, 2.05464, 3.40262], [1.68344, 2.69080, 2.87936], [-3.23871, -3.59964, -0.92190], [-2.71795, -2.45320, -0.00056], [-2.49718, -2.99397, -0.80448], [-2.41385, -1.50361, 1.95446], [-3.11938, -0.62976, 0.87378], [-3.12092, -1.50888, 1.26478], [0.43819, -3.22082, 1.30787], [1.17169, -2.06365, 2.01617], [0.64968, -2.87774, 2.20814], [1.21914, -1.16069, -2.79174], [-0.20855, -1.70928, -2.70583], [0.70097, -1.93867, -2.49335], [2.36575, 0.67336, -4.11009], [1.81801, 1.23746, -2.72068], [1.70890, 0.53028, -3.40302], [-0.80241, -3.51971, -0.46482], [0.56137, -3.04062, -1.02453], [0.16295, -3.61120, -0.33034], [-2.31055, -1.69894, -2.03667], [-2.46609, -0.18147, -1.71974], [-2.25471, -0.80886, -2.43314], [-1.48167, -1.96451, 3.95572], [-0.47963, -1.96517, 2.72516], [-1.17613, -1.41366, 3.22107], [-1.43924, 0.25519, -3.65471], [0.03930, 0.67721, -3.96856], [-0.89540, 0.94315, -4.07842], [0.63741, 0.33135, 4.93670], [-0.23515, -0.01532, 3.70602], [0.24394, 0.71752, 4.14958]],
  "forces_ev_per_angstrom": [[-0.20, -0.14, 0.20], [0.20, 0.09, 0.05], [-0.21, 0.08, -0.38], [0.07, 0.35, 0.13], [-0.20, -0.07, 0.41], [0.56, -0.12, -0.30], [-0.39, 0.01, 0.58], [0.17, 0.15, -0.43], [0.05, 0.06, -0.27], [0.10, 0.09, 0.14], [0.06, -0.03, -0.09], [-0.15, -0.14, 0.01], [0.11, -0.19, 0.31], [0.04, 0.19, 0.00], [-0.03, 0.09, -0.17], [-0.05, -0.01, -0.19], [0.18, 0.00, -0.08], [-0.09, -0.04, 0.18], [-0.06, 0.12, 0.00], [0.20, 0.16, -0.04], [-0.16, -0.14, 0.25], [0.06, 0.12, 0.05], [-0.11, 0.06, 0.02], [-0.01, 0.04, 0.30], [-0.15, 0.03, -0.01], [-0.02, 0.07, -0.15], [-0.06, -0.06, 0.05], [0.00, 0.19, -0.01], [0.09, -0.15, -0.03], [-0.21, -0.22, -0.07], [0.30, 0.29, -0.07], [-0.09, -0.10, -0.03], [0.14, 0.03, -0.01], [-0.11, -0.09, 0.01], [-0.18, -0.25, -0.03], [-0.27, 0.16, -0.07], [0.03, 0.11, -0.05], [0.14, -0.14, 0.19], [0.16, -0.06, -0.17], [-0.32, -0.43, -0.12], [0.40, 0.54, 0.08], [-0.21, -0.37, 0.17], [-0.26, 0.13, 0.01], [0.47, 0.21, -0.25], [-0.39, 0.00, 0.64], [0.31, 0.03, -0.14], [0.47, -0.18, -0.58], [0.32, -0.11, -0.13], [-0.22, -0.26, 0.22], [-0.07, 0.17, -0.15], [-0.22, 0.20, 0.05], [0.24, -0.04, 0.35], [0.02, -0.30, -0.56], [0.15, 0.11, -0.19], [-0.15, -0.31, 0.42], [-0.25, -0.07, -0.14], [0.05, -0.12, 0.03], [-0.21, -0.03, 0.00], [0.01, 0.20, -0.09], [0.01, -0.03, -0.02], [-0.03, 0.06, 0.23], [0.01, 0.07, -0.04]],
  "e_above_lowest_kcal_mol": 2.4,
  "e_lumo_ev": 0.36,
  "energy_ev": -36941.514,
  "gap_ev": 9.6
}